Formula: C36H46N9OTl
Source: the OMol25 dataset
Level of theory: ωB97M-V/def2-TZVPD

Summary:
**Total charge**: +2
**LUMO energy**: -10.14 eV
**HOMO energy**: -11.91 eV
**DFT total energy**: -58207.570 eV
**Max |F|**: 3.29 eV/A
**2S+1**: 1

Geometry (Å):
Tl: -0.12 2.72 -2.20
O: 0.07 0.49 -0.56
H: 0.01 0.23 0.38
N: -0.17 5.95 -0.66
C: -1.32 5.48 -0.01
C: -1.01 4.43 0.76
C: 0.37 4.19 0.60
C: 0.90 5.16 -0.28
H: -0.20 6.81 -1.18
H: -2.25 5.99 -0.20
H: -1.68 3.94 1.45
H: 0.91 3.42 1.13
H: 1.93 5.29 -0.58
N: 1.29 1.56 -5.56
C: -0.04 1.79 -5.81
C: -0.84 0.85 -5.16
C: 0.01 0.07 -4.44
C: 1.30 0.54 -4.64
H: 2.08 2.03 -5.98
H: -0.36 2.49 -6.57
H: -1.89 0.72 -5.32
H: -0.24 -0.82 -3.88
H: 2.26 0.19 -4.27
N: -2.21 -4.10 1.94
C: -2.47 -3.32 0.80
C: -3.36 -2.28 1.07
C: -3.67 -2.45 2.44
C: -2.98 -3.51 2.95
H: -1.68 -4.95 1.86
H: -1.94 -3.63 -0.09
H: -3.86 -1.59 0.40
H: -4.28 -1.83 3.09
H: -2.99 -3.93 3.95
N: 2.94 1.39 -0.51
C: 3.19 1.07 -1.88
C: 3.41 2.21 -2.58
C: 3.32 3.22 -1.64
C: 3.17 2.71 -0.36
H: 2.78 0.63 0.13
H: 3.21 0.04 -2.21
H: 3.67 2.31 -3.62
H: 3.57 4.26 -1.77
H: 3.23 3.09 0.65
N: 2.52 -3.28 3.77
C: 3.23 -4.18 4.52
C: 2.37 -4.83 5.38
C: 1.11 -4.36 5.16
C: 1.23 -3.33 4.24
H: 2.88 -2.70 3.03
H: 4.23 -4.45 4.23
H: 2.55 -5.66 6.05
H: 0.25 -4.67 5.73
H: 0.55 -2.61 3.82
N: 4.24 -0.99 2.00
C: 3.65 -1.66 0.98
C: 2.29 -1.22 0.85
C: 2.10 -0.34 1.91
C: 3.29 -0.12 2.51
H: 5.17 -1.09 2.37
H: 4.14 -2.41 0.38
H: 1.54 -1.54 0.14
H: 1.17 0.13 2.18
H: 3.72 0.58 3.22
N: -2.74 0.19 -1.32
C: -2.87 0.36 -2.67
C: -3.47 1.63 -2.92
C: -3.61 2.30 -1.63
C: -3.18 1.33 -0.68
H: -2.41 -0.69 -0.94
H: -2.70 -0.43 -3.38
H: -3.84 1.96 -3.88
H: -4.12 3.23 -1.42
H: -3.27 1.35 0.39
N: -1.68 2.23 3.70
C: -2.38 1.25 3.04
C: -3.67 1.62 2.90
C: -3.74 2.98 3.25
C: -2.53 3.33 3.78
H: -0.77 2.07 4.10
H: -1.83 0.36 2.78
H: -4.49 1.04 2.52
H: -4.61 3.62 3.16
H: -2.23 4.24 4.28
N: 0.19 -4.73 -3.57
C: 1.40 -4.08 -3.43
C: 1.20 -2.94 -2.62
C: -0.14 -2.98 -2.16
C: -0.73 -4.10 -2.76
H: -0.02 -5.62 -4.00
H: 2.19 -4.50 -4.04
H: 1.99 -2.25 -2.34
H: -0.62 -2.23 -1.55
H: -1.65 -4.66 -2.68

Here are the Mulliken charges for atoms 1 to 2, given in e: 0.83 0.05


Formula: C36H47AsN3O5Y
Source: the OMol25 dataset
Level of theory: ωB97M-V/def2-TZVPD

Summary:
**LUMO energy**: 0.50 eV
**HOMO energy**: -7.42 eV
**DFT total energy**: -114688.403 eV
**Relative energy (zero: lowest compared OMol25 entry of this formula, charge and spin)**: 0.0 kcal/mol
**Max |F|**: 2.03 eV/A
**2S+1**: 1

Geometry (Å):
Y: 0.83 -0.36 1.92
O: 1.14 0.43 4.40
C: 1.52 -0.72 4.20
O: 2.40 -0.99 3.28
C: 0.71 -1.90 4.75
C: 1.06 -3.14 3.94
C: 0.38 -4.40 4.43
C: -1.06 -4.24 3.88
C: -1.00 -2.83 3.32
O: 0.33 -2.80 2.70
C: -0.86 -1.78 4.44
C: -1.39 -0.42 3.95
O: -2.05 0.28 4.66
O: -1.08 -0.18 2.67
H: 0.92 -1.99 5.82
H: 2.12 -3.24 3.71
H: 0.42 -4.47 5.52
H: 0.86 -5.29 4.03
H: -1.83 -4.34 4.64
H: -1.26 -4.95 3.08
H: -1.75 -2.59 2.57
H: -1.45 -2.04 5.31
C: 0.19 4.74 0.94
C: 1.46 4.05 1.41
C: 1.72 4.36 2.87
C: 2.64 4.45 0.53
N: 1.17 2.59 1.26
N: 2.14 1.71 1.85
H: 0.32 5.83 0.95
H: -0.66 4.47 1.58
H: -0.06 4.45 -0.09
H: 1.71 5.44 3.02
H: 2.69 3.99 3.21
H: 0.94 3.92 3.51
H: 2.82 5.53 0.59
H: 2.45 4.20 -0.52
H: 3.56 3.95 0.84
H: 1.14 2.36 0.27
H: 2.07 1.84 2.86
H: 3.09 1.91 1.57
C: 2.12 4.49 -4.49
C: 1.56 3.44 -3.55
C: 2.37 2.48 -2.98
C: 1.88 1.49 -2.12
C: 2.93 0.54 -1.57
C: 0.51 1.46 -1.84
As: -0.47 0.30 -0.59
N: 0.73 -1.03 -0.09
C: 0.53 -2.43 -0.24
C: -0.73 -3.06 -0.28
C: -0.83 -4.44 -0.34
C: 0.30 -5.25 -0.35
C: 1.55 -4.64 -0.31
C: 1.66 -3.25 -0.27
C: -1.69 -0.54 -1.79
C: -3.04 -0.46 -1.45
C: -3.57 0.22 -0.20
C: -3.99 -1.04 -2.31
C: -3.61 -1.70 -3.46
C: -4.64 -2.33 -4.37
C: -2.26 -1.79 -3.76
C: -1.28 -1.23 -2.95
C: 0.16 -1.42 -3.38
C: -0.32 2.46 -2.37
C: -1.80 2.57 -2.07
C: 0.21 3.43 -3.22
H: 3.21 4.42 -4.55
H: 1.86 5.49 -4.15
H: 1.72 4.37 -5.50
H: 3.43 2.48 -3.20
H: 3.92 0.99 -1.69
H: 2.94 -0.42 -2.10
H: 2.78 0.28 -0.53
H: -1.63 -2.47 -0.23
H: -1.81 -4.89 -0.36
H: 0.22 -6.33 -0.39
H: 2.45 -5.24 -0.31
H: 2.63 -2.78 -0.24
H: -2.84 0.34 0.59
H: -4.39 -0.36 0.21
H: -3.96 1.21 -0.44
H: -5.04 -0.97 -2.04
H: -5.65 -2.17 -4.00
H: -4.47 -3.40 -4.46
H: -4.58 -1.91 -5.38
H: -1.94 -2.33 -4.65
H: 0.23 -2.29 -4.04
H: 0.82 -1.59 -2.53
H: 0.53 -0.55 -3.92
H: -2.04 2.44 -1.01
H: -2.39 1.83 -2.62
H: -2.17 3.55 -2.35
H: -0.45 4.19 -3.62

Here are the Mulliken charges for atoms 1 to 2, given in e: -0.31 -0.61


Formula: C36H47BBrF4N3OPS2Zr
Source: the OMol25 dataset
Level of theory: ωB97M-V/def2-TZVPD

Summary:
**Total charge**: +1
**LUMO energy**: -3.58 eV
**HOMO energy**: -10.72 eV
**DFT total energy**: -158448.722 eV
**Relative energy (zero: lowest compared OMol25 entry of this formula, charge and spin)**: 0.0 kcal/mol
**Max |F|**: 0.31 eV/A
**2S+1**: 1

Geometry (Å):
Zr: 0.54 0.28 1.69
C: -4.91 -0.47 2.63
S: -3.84 -0.96 4.01
C: -2.25 -0.53 3.45
S: -1.98 0.11 1.86
N: -1.32 -0.76 4.32
N: -0.07 -0.39 3.90
C: 0.84 -0.54 4.78
C: 2.18 -0.07 4.47
C: 3.18 -0.10 5.43
C: 4.40 0.49 5.15
C: 4.57 1.11 3.93
C: 3.53 1.09 3.02
N: 2.36 0.48 3.26
H: -5.92 -0.70 2.97
H: -4.82 0.59 2.43
H: -4.68 -1.05 1.74
H: 0.60 -0.95 5.75
H: 2.98 -0.57 6.39
H: 5.19 0.48 5.89
H: 5.49 1.63 3.68
H: 3.63 1.58 2.06
Br: 3.04 -0.33 0.15
C: 3.38 -1.93 1.14
C: 4.65 -2.41 1.17
C: 4.87 -3.67 1.78
C: 3.82 -4.38 2.27
C: 2.50 -3.87 2.22
C: 1.39 -4.64 2.65
C: 0.13 -4.15 2.54
C: -0.08 -2.83 2.10
C: 0.94 -1.99 1.71
C: 2.25 -2.57 1.70
H: 5.46 -1.88 0.70
H: 5.88 -4.06 1.82
H: 3.97 -5.36 2.70
H: 1.58 -5.64 3.04
H: -0.72 -4.76 2.83
H: -1.10 -2.47 2.10
O: -0.05 0.60 -0.25
P: -0.91 0.47 -1.55
C: -0.02 1.06 -3.02
C: -0.31 2.52 -3.40
C: 0.47 3.54 -2.56
C: 1.96 3.29 -2.69
C: 2.28 1.88 -2.22
C: 1.51 0.81 -2.99
C: -2.52 1.27 -1.26
C: -2.47 2.57 -0.41
C: -2.83 3.86 -1.13
C: -4.12 3.71 -1.91
C: -3.93 2.68 -3.01
C: -3.50 1.30 -2.48
C: -1.24 -1.32 -1.68
C: 0.06 -2.17 -1.74
C: 0.35 -2.63 -3.17
C: -0.75 -3.59 -3.65
C: -2.12 -3.22 -3.05
C: -2.22 -1.72 -2.80
H: -0.46 0.43 -3.80
H: -1.37 2.72 -3.35
H: -0.01 2.64 -4.45
H: 0.18 3.46 -1.51
H: 0.21 4.55 -2.89
H: 2.52 4.01 -2.09
H: 2.27 3.43 -3.73
H: 2.03 1.83 -1.16
H: 3.35 1.67 -2.31
H: 1.74 -0.18 -2.60
H: 1.84 0.82 -4.03
H: -2.92 0.50 -0.59
H: -1.51 2.67 0.09
H: -3.20 2.44 0.40
H: -2.03 4.18 -1.80
H: -2.92 4.65 -0.37
H: -4.43 4.66 -2.35
H: -4.92 3.39 -1.24
H: -3.21 3.07 -3.73
H: -4.86 2.54 -3.57
H: -3.10 0.72 -3.31
H: -4.40 0.78 -2.17
H: -1.72 -1.50 -0.71
H: -0.08 -3.04 -1.11
H: 0.90 -1.63 -1.30
H: 1.32 -3.11 -3.21
H: 0.41 -1.76 -3.83
H: -0.49 -4.61 -3.38
H: -0.80 -3.55 -4.74
H: -2.26 -3.75 -2.10
H: -2.92 -3.55 -3.71
H: -3.24 -1.45 -2.52
H: -2.00 -1.20 -3.73
F: 0.15 2.25 2.89
B: 0.96 3.20 2.12
F: 1.95 3.72 2.88
F: 0.18 4.05 1.43
F: 1.57 2.22 1.15

Here are the Mulliken charges for atoms 1 to 2, given in e: -1.93 -0.71


Formula: C36H47IrN5O3PS4
Source: the OMol25 dataset
Level of theory: ωB97M-V/def2-TZVPD

Summary:
**Total charge**: +1
**LUMO energy (alpha / beta)**: -4.37 / -5.00 eV
**HOMO energy (alpha / beta)**: -9.66 / -9.65 eV
**<S²>**: 0.8229
**DFT total energy**: -107151.942 eV
**Relative energy (zero: lowest compared OMol25 entry of this formula, charge and spin)**: 4.7 kcal/mol
**Max |F|**: 0.93 eV/A
**2S+1**: 2

Geometry (Å):
Ir: 0.00 -0.03 -0.20
C: 1.12 0.67 2.56
N: 1.02 -0.50 1.66
C: 2.36 -1.11 1.55
C: 0.11 -1.49 2.34
C: -1.30 -1.02 2.21
C: -2.28 -1.31 3.15
C: -3.60 -0.97 2.90
C: -3.93 -0.36 1.71
C: -2.95 -0.04 0.78
C: -1.62 -0.34 1.02
H: 1.54 0.34 3.51
H: 0.13 1.08 2.74
H: 1.77 1.43 2.13
H: 2.70 -1.43 2.54
H: 3.07 -0.39 1.14
H: 2.31 -1.97 0.88
H: 0.43 -1.62 3.37
H: 0.23 -2.44 1.82
H: -2.01 -1.82 4.07
H: -4.37 -1.21 3.63
H: -4.97 -0.12 1.50
H: -3.24 0.44 -0.15
S: 1.98 0.01 -1.48
C: 2.46 1.61 -1.14
N: 3.58 2.07 -1.67
N: 4.05 3.25 -1.37
C: 3.97 4.04 -0.20
C: 3.54 3.57 1.04
C: 3.57 4.41 2.14
C: 4.02 5.71 2.02
C: 4.47 6.18 0.79
C: 4.45 5.34 -0.31
N: 1.65 2.49 -0.44
N: 0.56 2.09 0.03
C: -0.21 3.17 0.60
C: 0.12 4.50 0.34
C: -0.66 5.50 0.89
C: -1.76 5.20 1.68
C: -2.08 3.87 1.92
C: -1.31 2.85 1.38
H: 4.78 3.53 -2.01
H: 3.22 2.54 1.15
H: 3.25 4.03 3.10
H: 4.04 6.36 2.88
H: 4.84 7.19 0.69
H: 4.81 5.70 -1.27
H: 0.97 4.74 -0.28
H: -0.40 6.54 0.69
H: -2.36 5.99 2.09
H: -2.94 3.62 2.53
H: -1.58 1.82 1.55
C: -0.59 -1.93 -5.83
C: -1.56 -2.32 -4.73
C: -2.87 -1.57 -4.85
O: -0.91 -2.01 -3.45
P: -1.21 -3.01 -2.23
S: -3.06 -3.34 -1.82
S: -0.09 -2.34 -0.61
O: -0.51 -4.38 -2.61
C: 0.78 -4.77 -3.15
C: 1.81 -3.65 -3.19
C: 0.53 -5.39 -4.51
H: -1.02 -2.17 -6.80
H: 0.36 -2.47 -5.73
H: -0.38 -0.86 -5.80
H: -1.75 -3.39 -4.76
H: -2.70 -0.50 -4.72
H: -3.58 -1.90 -4.09
H: -3.30 -1.74 -5.84
H: 1.12 -5.54 -2.46
H: 1.50 -2.84 -3.85
H: 2.74 -4.07 -3.58
H: 2.00 -3.25 -2.20
H: 0.25 -4.64 -5.24
H: -0.26 -6.14 -4.44
H: 1.44 -5.88 -4.86
C: 3.23 3.30 -5.64
C: 2.02 3.00 -4.79
C: 1.62 1.68 -4.58
C: 0.53 1.38 -3.79
C: -0.18 2.42 -3.21
C: 0.20 3.74 -3.39
C: 1.29 4.02 -4.19
S: -1.54 2.04 -2.14
C: -2.87 1.95 -3.32
O: -1.33 0.58 -1.75
H: 3.16 2.80 -6.60
H: 4.14 2.94 -5.16
H: 3.33 4.37 -5.81
H: 2.18 0.87 -5.04
H: 0.21 0.36 -3.62
H: -0.35 4.55 -2.91
H: 1.59 5.05 -4.35
H: -2.54 1.46 -4.23
H: -3.19 2.97 -3.52
H: -3.68 1.39 -2.85

Here are the Mulliken charges for atoms 1 to 2, given in e: 2.62 -0.84


Formula: C36H47N4O7SeSr
Source: the OMol25 dataset
Level of theory: ωB97M-V/def2-TZVPD

Summary:
**Total charge**: +1
**LUMO energy**: -1.75 eV
**HOMO energy**: -9.90 eV
**DFT total energy**: -124571.479 eV
**Max |F|**: 0.49 eV/A
**2S+1**: 1

Geometry (Å):
Sr: 0.40 -0.28 0.08
C: -2.03 -3.23 1.90
C: -0.83 -3.10 1.00
C: -1.00 -3.03 -0.39
C: -2.37 -3.01 -1.01
C: 0.13 -3.01 -1.23
C: -0.08 -2.96 -2.73
C: 1.41 -3.12 -0.69
C: 2.61 -3.19 -1.61
C: 1.58 -3.19 0.70
C: 2.95 -3.49 1.27
C: 0.46 -3.09 1.55
C: 0.64 -3.02 3.05
H: -2.49 -2.25 2.08
H: -1.76 -3.67 2.86
H: -2.78 -3.88 1.46
H: -2.46 -2.19 -1.73
H: -3.16 -2.87 -0.28
H: -2.57 -3.94 -1.55
H: -0.80 -2.19 -3.00
H: -0.48 -3.91 -3.08
H: 0.84 -2.76 -3.26
H: 2.64 -2.31 -2.25
H: 2.54 -4.07 -2.26
H: 3.54 -3.23 -1.07
H: 3.64 -2.67 1.08
H: 3.35 -4.39 0.81
H: 2.91 -3.67 2.34
H: 1.56 -2.49 3.31
H: 0.67 -4.01 3.51
H: -0.19 -2.47 3.50
C: 1.73 2.22 -5.06
N: 1.93 1.08 -4.18
C: 2.81 0.03 -4.66
C: 1.29 0.91 -3.02
O: 1.39 -0.11 -2.34
C: 0.40 2.04 -2.51
O: 0.55 2.06 -1.11
C: -0.34 2.97 -0.51
C: -0.22 2.82 0.99
O: 0.48 1.91 1.47
N: -0.91 3.68 1.74
C: -1.69 4.76 1.18
C: -0.88 3.59 3.19
H: 2.40 3.05 -4.81
H: 0.70 2.57 -5.05
H: 1.95 1.91 -6.08
H: 3.69 0.48 -5.12
H: 2.31 -0.61 -5.39
H: 3.13 -0.59 -3.82
H: -0.64 1.80 -2.77
H: 0.67 3.01 -2.93
H: -1.37 2.74 -0.81
H: -0.11 4.00 -0.81
H: -2.21 4.45 0.27
H: -1.07 5.64 0.96
H: -2.45 5.05 1.90
H: -0.34 2.69 3.48
H: -1.90 3.53 3.57
H: -0.39 4.46 3.62
O: -1.80 0.23 -1.05
C: -2.47 0.05 0.00
O: -1.92 -0.16 1.11
C: -3.97 0.08 -0.08
C: -4.59 0.25 -1.31
C: -5.98 0.27 -1.43
C: -6.70 0.10 -0.27
O: -8.05 0.09 -0.11
C: -8.28 -0.22 1.26
O: -7.03 -0.19 1.94
C: -6.08 -0.07 0.96
C: -4.72 -0.09 1.09
H: -3.97 0.37 -2.19
H: -6.47 0.40 -2.38
H: -8.71 -1.22 1.33
H: -8.95 0.53 1.69
H: -4.22 -0.22 2.04
C: 5.58 -1.29 2.63
N: 4.37 -0.59 3.00
C: 3.52 0.05 2.15
Se: 3.63 0.11 0.31
N: 2.55 0.61 2.90
C: 2.75 0.32 4.25
C: 2.04 0.65 5.39
C: 2.54 0.17 6.59
C: 3.70 -0.60 6.65
C: 4.41 -0.92 5.51
C: 3.91 -0.45 4.30
H: 5.69 -1.25 1.55
H: 5.53 -2.32 2.97
H: 6.44 -0.80 3.10
H: 1.84 1.22 2.52
H: 1.14 1.25 5.35
H: 2.02 0.41 7.51
H: 4.06 -0.95 7.61
H: 5.31 -1.52 5.55

Here are the Mulliken charges for atoms 1 to 2, given in e: 0.62 -2.69


> Which of these has the lowest max |F|?

C36H47BBrF4N3OPS2Zr


> max |F| of number 2 (C36H47AsN3O5Y)?

2.03 eV/A